No. 1
{"formula": "C3H2N2O2", "method": "ωB97M-V with the def2-TZVPD basis set", "elements": ["N", "C", "O", "C", "O", "C", "N", "H", "H"], "coordinates": [[-1.316, -0.436, 0.129], [-0.073, -0.024, 0.487], [0.828, -0.763, -0.158], [2.069, -0.102, -0.104], [2.961, -0.414, -0.818], [-2.185, 0.607, 0.196], [-2.791, 1.593, 0.189], [-1.508, -1.178, -0.546], [2.016, 0.717, 0.626]], "atomic_forces_ev_per_a": [[0.161, 0.323, -0.032], [-0.105, -0.091, -0.333], [-0.072, 0.047, 0.140], [0.765, -0.117, -0.315], [-0.530, 0.024, 0.430], [-0.761, 0.953, -0.028], [0.261, -1.133, 0.120], [0.121, 0.131, 0.084], [0.160, -0.137, -0.066]], "mulliken_charge": [0.00, -0.39, -0.22, 0.26, -0.40, 0.42, -0.35, 0.29, 0.39], "lumo_energy_ev": 0.2567, "molar_mass_g_mol": 98.06, "orbital_gap_ev": 10.83, "homo_energy_ev": -10.58, "e_above_lowest_kj_mol": 249.2, "largest_force_ev_per_a": 1.22, "total_energy_ha": -375.41661, "total_charge": 0}



No. 2
{"formula": "C3H53O24", "method": "ωB97M-V with the def2-TZVPD basis set", "elements": ["C", "C", "C", "O", "H", "H", "H", "H", "H", "H", "H", "O", "H", "H", "O", "H", "H", "O", "H", "H", "O", "H", "H", "O", "H", "H", "O", "H", "H", "O", "H", "H", "O", "H", "H", "O", "H", "H", "O", "H", "H", "O", "H", "H", "O", "H", "H", "O", "H", "H", "O", "H", "H", "O", "H", "H", "O", "H", "H", "O", "H", "H", "O", "H", "H", "O", "H", "H", "O", "H", "H", "O", "H", "H", "O", "H", "H", "O", "H", "H"], "coordinates": [[-3.576, -0.081, -7.174], [-3.339, 1.341, -7.694], [-4.537, 2.083, -8.295], [-2.755, 2.084, -6.628], [-3.710, -0.799, -8.028], [-4.562, -0.160, -6.735], [-2.788, -0.478, -6.519], [-2.595, 1.315, -8.533], [-4.105, 2.999, -8.666], [-5.303, 2.278, -7.576], [-4.982, 1.596, -9.170], [-0.685, -1.815, -5.872], [-1.320, -2.543, -5.950], [-1.079, -1.111, -5.367], [-0.298, 0.905, -7.098], [-1.167, 1.261, -7.216], [0.199, 1.567, -7.624], [-5.490, -3.279, -6.200], [-4.568, -3.156, -6.046], [-5.673, -2.900, -7.038], [-0.821, -1.416, -8.661], [-0.937, -0.708, -8.032], [-0.754, -2.173, -8.068], [-5.657, -1.153, -4.307], [-6.341, -0.998, -3.679], [-6.082, -1.736, -5.000], [-2.378, 4.677, -10.303], [-2.512, 3.810, -10.659], [-2.143, 4.546, -9.386], [-1.154, 0.155, -4.011], [-2.103, 0.087, -3.807], [-1.066, 1.011, -4.420], [-3.559, -0.321, -10.667], [-3.324, -0.520, -11.604], [-2.725, -0.272, -10.210], [-6.058, -0.443, -9.576], [-5.148, -0.250, -9.639], [-6.422, 0.426, -9.463], [-1.039, 1.472, -10.560], [-0.733, 0.664, -10.954], [-0.750, 2.074, -11.263], [-1.938, 4.448, -7.642], [-2.729, 5.049, -7.746], [-2.327, 3.635, -7.536], [-1.735, 5.426, -4.913], [-1.000, 5.212, -4.307], [-1.905, 4.615, -5.352], [-6.698, 1.712, -11.674], [-7.160, 2.251, -11.044], [-7.360, 1.820, -12.379], [-6.885, -0.690, -6.809], [-7.820, -0.729, -6.785], [-6.694, -0.633, -7.724], [-3.891, 1.042, -4.361], [-4.314, 0.225, -4.587], [-3.640, 1.369, -5.192], [-3.989, 2.324, -11.520], [-3.639, 1.522, -11.220], [-4.869, 2.069, -11.590], [-6.603, 1.760, -5.626], [-6.186, 2.478, -6.115], [-6.506, 0.877, -6.055], [-4.368, 3.882, -5.773], [-3.901, 3.156, -6.140], [-4.333, 4.505, -6.458], [-1.157, 2.721, -4.798], [-1.776, 2.489, -5.530], [-0.315, 2.951, -5.233], [-7.083, 4.216, -7.770], [-7.286, 4.440, -6.851], [-6.758, 5.073, -8.193], [-5.315, 4.865, -10.091], [-4.730, 5.639, -10.145], [-4.728, 4.116, -10.169], [-3.449, -3.173, -8.594], [-3.089, -2.879, -7.814], [-4.305, -2.794, -8.672], [-7.666, 1.913, -9.028], [-7.194, 2.728, -8.751], [-8.291, 1.634, -8.347]], "atomic_forces_ev_per_a": [[-0.958, -1.054, -1.825], [1.305, -0.100, 0.417], [0.642, -0.768, -0.403], [-0.986, -0.240, -1.757], [0.549, 0.608, 0.433], [-0.047, 0.201, 0.806], [-0.265, 0.462, -0.194], [-0.323, -0.286, 0.307], [-0.178, 0.556, 0.000], [-0.245, 0.136, 0.204], [0.334, 0.120, 0.316], [0.295, -1.824, -1.159], [0.183, 0.431, 0.450], [-0.263, 1.057, 1.148], [1.773, 0.448, -0.820], [-1.610, 0.595, 0.644], [0.003, -0.796, 0.351], [-0.902, -0.873, 1.100], [0.977, 0.149, 0.195], [-0.293, 0.622, -1.119], [-0.284, -0.706, -0.861], [0.456, 0.777, 0.502], [0.189, 0.134, -0.192], [-0.012, -1.410, -1.525], [-0.686, 0.437, 0.826], [0.877, 0.809, 0.898], [-0.137, 1.025, -0.778], [-0.330, -0.891, -0.457], [0.611, -0.201, 0.737], [-0.352, -1.896, 0.450], [0.185, 0.517, -0.047], [0.050, 1.162, -0.221], [-0.051, -0.229, -1.561], [-0.367, 0.039, 1.113], [0.763, -0.145, 0.582], [-1.568, -1.284, 0.586], [1.989, -0.185, -0.460], [-1.069, 0.947, -0.072], [0.148, 0.708, -0.618], [0.282, -1.162, 0.240], [-0.286, 0.457, 0.423], [0.232, 4.894, -1.244], [1.442, -0.633, 0.497], [-1.500, -4.210, 1.131], [1.004, 1.843, 1.224], [-0.762, 0.039, -0.453], [-0.341, -1.258, -0.480], [-0.817, 0.113, -1.289], [-0.045, 0.329, 1.505], [0.724, -0.499, -0.308], [0.559, -0.392, 1.334], [-1.558, -0.071, 0.307], [0.828, 0.103, -2.194], [-0.073, -0.573, 2.451], [-0.872, -0.775, 0.219], [0.994, 1.298, -1.974], [1.838, 2.511, -0.519], [1.496, -1.922, 1.037], [-3.179, -0.180, -0.585], [-0.841, -0.392, 0.125], [0.304, -0.375, 0.220], [0.194, 1.141, 0.139], [-1.897, 0.946, 2.117], [1.508, -1.993, -0.449], [-0.117, 1.612, -1.288], [1.094, 0.493, 0.161], [0.107, -0.162, -0.115], [-0.602, -0.308, 0.167], [0.452, 2.161, -0.502], [0.115, -0.183, -0.128], [-0.417, -1.866, 0.638], [-0.587, 1.068, 0.254], [-0.060, -0.594, -0.135], [0.488, -0.365, -0.252], [-0.291, -2.055, -2.803], [1.327, 1.344, 2.657], [-0.983, 0.603, -0.196], [0.148, -0.265, -0.614], [-0.702, -0.361, 0.623], [0.387, 0.581, 0.063]], "mulliken_charge": [0.64, 2.45, 4.11, 0.26, -1.01, -0.45, -0.05, -0.07, -0.52, -1.90, -1.73, -0.70, 0.29, 0.33, -0.71, -0.11, 0.22, -0.65, 0.33, 0.28, -0.68, 0.38, 0.27, -0.61, 0.24, 0.31, -0.77, 0.22, 0.53, -0.82, 0.41, 0.41, -0.71, 0.25, 0.16, -0.81, 0.13, 0.56, -0.48, 0.26, 0.26, -0.97, 0.42, 0.13, -0.70, 0.24, 0.47, -0.59, 0.28, 0.25, -0.49, 0.26, 0.35, -0.83, 0.48, -0.08, -0.63, 0.46, 0.31, -0.66, 0.03, 0.46, -0.75, 0.01, 0.39, -0.88, 0.43, 0.40, -0.60, 0.27, 0.27, -0.62, 0.32, 0.21, -0.60, 0.25, 0.28, -0.67, 0.35, 0.24], "lumo_energy_ev": 2.0526, "molar_mass_g_mol": 473.43, "orbital_gap_ev": 8.39, "homo_energy_ev": -6.33, "e_above_lowest_kj_mol": 183.3, "largest_force_ev_per_a": 5.05, "total_energy_ha": -1951.90412, "total_charge": -1}



No. 3
{"formula": "C26H22CaF2N7O2", "method": "ωB97M-V with the def2-TZVPD basis set", "elements": ["Ca", "O", "C", "C", "C", "C", "C", "C", "C", "N", "N", "C", "O", "C", "C", "C", "C", "C", "C", "H", "H", "H", "H", "H", "H", "H", "H", "H", "H", "F", "C", "F", "H", "C", "C", "N", "C", "C", "N", "C", "N", "N", "N", "C", "C", "C", "C", "C", "C", "H", "H", "H", "H", "H", "H", "H", "H", "H", "H", "H"], "coordinates": [[0.708, -1.072, 1.053], [0.101, -3.105, 1.547], [0.398, -4.285, 1.956], [-0.536, -4.936, 2.803], [-0.260, -6.193, 3.380], [1.030, -6.687, 3.118], [1.974, -6.100, 2.280], [1.761, -4.839, 1.672], [2.602, -4.216, 0.707], [2.499, -2.931, 0.359], [3.205, -2.562, -0.712], [2.931, -1.358, -1.114], [2.064, -0.538, -0.637], [3.766, -0.980, -2.268], [3.496, 0.284, -2.727], [4.153, 0.812, -3.806], [5.204, 0.144, -4.399], [5.548, -1.096, -3.886], [4.836, -1.688, -2.861], [-1.495, -4.440, 2.952], [-0.969, -6.806, 3.949], [1.347, -7.613, 3.625], [2.879, -6.635, 2.058], [3.453, -4.732, 0.242], [2.713, 0.879, -2.246], [3.807, 1.779, -4.217], [5.729, 0.530, -5.294], [6.404, -1.582, -4.333], [5.098, -2.711, -2.546], [3.020, -0.982, 3.604], [1.694, -0.597, 3.375], [1.586, 0.697, 3.968], [1.097, -1.239, 4.043], [0.375, 2.970, 0.681], [-0.550, 2.126, -0.077], [-0.479, 0.788, -0.131], [-1.520, 0.374, -0.943], [-2.225, 1.447, -1.389], [-1.567, 2.597, -0.848], [-1.822, 3.938, -1.317], [-3.281, 4.167, -1.302], [-3.872, 4.938, -2.313], [-5.137, 5.060, -2.064], [-5.419, 4.478, -0.823], [-6.618, 4.359, -0.156], [-6.556, 3.763, 1.106], [-5.369, 3.339, 1.686], [-4.179, 3.351, 0.967], [-4.245, 3.958, -0.310], [1.364, 2.929, 0.193], [0.473, 2.593, 1.690], [-0.011, 4.002, 0.719], [-1.634, -0.693, -1.099], [-3.172, 1.437, -1.871], [-1.540, 4.028, -2.376], [-1.212, 4.660, -0.761], [-7.533, 4.661, -0.676], [-7.491, 3.607, 1.668], [-5.367, 2.948, 2.702], [-3.255, 2.970, 1.398]], "atomic_forces_ev_per_a": [[1.232, -0.732, 0.415], [-0.845, 0.220, -0.381], [1.629, 0.797, 0.444], [-0.112, -1.667, 0.275], [0.977, 1.222, -1.137], [0.303, -1.404, 0.646], [-0.561, 1.174, -0.408], [-3.131, -1.003, 1.273], [1.009, 3.029, -0.916], [-1.680, -2.576, 1.581], [1.167, -0.504, -0.354], [0.110, -0.721, 0.422], [0.397, -0.200, -0.538], [0.559, 0.582, -0.201], [-0.693, 0.950, -0.188], [0.048, 1.422, -1.165], [0.136, 0.169, -0.615], [0.309, -0.133, -0.227], [-0.404, -0.517, 0.463], [0.238, -0.041, -0.098], [0.279, 0.595, -0.082], [-0.286, 0.277, -0.402], [0.413, -0.132, 0.138], [-0.375, -0.332, 0.020], [0.256, -0.481, -0.127], [0.356, -0.489, 0.288], [-0.353, -0.109, 0.737], [0.005, -0.367, 0.049], [-0.281, 0.741, 0.069], [0.144, 0.059, 0.177], [-0.722, -0.080, -0.968], [0.057, 0.275, 0.305], [0.191, 0.002, 0.413], [0.415, 0.722, -0.259], [-0.097, -1.782, -0.536], [-0.774, 1.598, 0.204], [0.476, 0.560, 0.455], [1.018, 0.080, 0.680], [-0.960, -1.636, -0.553], [-0.677, -0.075, -0.561], [-0.815, 1.361, 0.225], [-0.857, -1.269, 1.061], [1.340, -0.009, 0.189], [0.904, 0.357, -1.227], [-0.618, -0.500, 0.603], [-1.732, 0.535, -0.369], [1.074, -0.419, -0.209], [-0.200, 0.518, -0.192], [1.630, -0.737, 0.370], [-0.283, 0.212, 0.328], [0.143, -0.110, 0.264], [0.440, -0.328, 0.102], [-0.377, 0.274, -0.189], [-0.306, 0.509, -0.521], [-0.106, 0.011, 0.301], [-0.539, -0.142, 0.150], [0.257, -0.068, 0.564], [0.523, 0.225, -0.314], [-0.059, 0.000, -0.272], [-0.190, 0.084, -0.201]], "mulliken_charge": [2.06, -0.85, 0.40, -0.47, -0.51, -0.36, -0.84, 0.64, -0.78, 0.07, -0.41, 0.28, -0.97, 0.57, -0.56, -0.40, -0.45, -0.42, -0.21, 0.31, 0.34, 0.27, 0.36, 0.32, 0.22, 0.30, 0.32, 0.35, 0.37, -0.31, -0.16, -0.36, 0.00, -1.17, 0.31, -0.12, -0.64, -0.75, 0.46, -0.61, 0.60, -0.67, -0.49, 0.17, -0.65, -0.38, -0.66, -0.52, 0.97, 0.22, 0.32, 0.40, 0.52, 0.38, 0.32, 0.31, 0.41, 0.32, 0.39, 0.39], "lumo_energy_ev": 1.4876, "molar_mass_g_mol": 542.58, "orbital_gap_ev": 5.20, "homo_energy_ev": -3.72, "largest_force_ev_per_a": 3.53, "total_energy_ha": -2415.15932, "total_charge": -1}